# 1
{"formula": "C6H19CdNO5", "method": "ωB97M-V with the def2-TZVPD basis set", "e_tot_ev": -22817.6723, "gap_ev": 6.2, "relative_energy_ev": 1.883, "e_lumo_ev": -0.18, "species": ["Cd", "O", "C", "C", "O", "H", "H", "H", "H", "C", "C", "C", "O", "C", "N", "H", "H", "H", "H", "H", "H", "H", "H", "H", "H", "H", "O", "H", "H", "O", "H", "H"], "coordinates": [[8.74497, -23.57969, -23.77954], [7.79019, -24.66408, -25.29084], [6.75208, -23.77148, -25.71187], [6.11589, -22.87838, -24.52970], [7.04266, -22.25236, -23.53892], [6.10190, -24.27127, -26.42989], [7.16268, -23.01951, -26.38572], [5.51538, -23.55526, -23.92198], [5.37655, -22.18245, -24.92612], [11.44304, -21.99945, -26.86557], [10.55912, -22.93221, -26.03265], [11.35198, -23.91779, -25.21468], [10.55354, -24.59790, -24.20197], [11.21545, -25.70317, -23.68123], [9.74601, -22.13881, -25.10518], [10.77722, -21.26671, -27.32150], [12.08766, -22.40915, -27.64321], [12.15910, -21.56631, -26.16720], [9.90141, -23.55791, -26.63599], [12.14862, -23.44032, -24.64415], [11.89874, -24.57771, -25.88821], [12.03490, -25.41979, -23.02071], [11.75499, -26.41111, -24.31037], [10.54305, -26.19730, -22.97993], [10.41438, -21.50268, -24.69443], [9.25779, -21.43852, -25.64495], [9.92030, -22.70331, -22.16842], [10.19850, -23.10842, -21.34701], [10.51825, -21.96527, -22.28662], [8.08133, -24.68962, -22.22407], [7.36272, -24.34857, -21.69160], [8.10767, -25.62467, -22.02104]], "forces_ev_per_a": [[-2.6, 1.7, -2.0], [-1.4, 0.3, -0.9], [1.6, 0.7, 0.9], [0.7, -1.0, 1.4], [-1.2, -0.8, -2.2], [-1.0, -0.3, 0.7], [0.7, 0.7, -0.4], [-0.3, -0.5, 0.1], [0.3, 0.5, -0.3], [0.2, -0.4, 0.3], [-0.1, -0.7, -0.3], [0.8, 0.0, 0.9], [2.5, -0.9, -2.6], [0.8, -0.5, 2.0], [1.4, 1.5, -1.3], [0.3, 0.2, 0.0], [-0.4, -0.5, -0.1], [-0.1, 0.6, 0.0], [-0.4, 0.3, -0.1], [0.2, 0.5, 0.1], [-0.4, -0.6, 0.0], [0.3, 0.7, 0.3], [-0.9, 0.0, -0.9], [-0.2, -0.3, -0.5], [0.5, 0.1, 0.8], [-1.1, -0.3, -0.2], [1.2, 0.8, 1.3], [-0.1, -0.3, 0.3], [0.1, 0.4, -0.1], [-0.7, -2.2, 3.1], [-0.5, 0.6, -0.1], [0.0, -0.4, -0.2]]}

=====

# 2
{"formula": "C6H19ClMgN6O4", "method": "ωB97M-V with the def2-TZVPD basis set", "e_tot_ev": -41624.4452, "gap_ev": 4.4, "relative_energy_ev": 10.654, "e_lumo_ev": -2.62, "species": ["Mg", "C", "C", "C", "O", "H", "H", "H", "H", "H", "H", "H", "Cl", "C", "O", "N", "N", "H", "H", "H", "H", "C", "O", "N", "N", "H", "H", "H", "H", "C", "O", "N", "N", "H", "H", "H", "H"], "coordinates": [[-0.87724, 1.76944, 0.10565], [2.75041, -1.71843, 2.60057], [2.90503, -0.74914, 1.31168], [2.91919, -1.55873, 0.09378], [1.96410, 0.21996, 1.27275], [3.60460, -2.16651, 3.10820], [1.92629, -2.39423, 2.37203], [2.24098, -1.21947, 3.42494], [3.91839, -0.34841, 1.33637], [2.98841, -0.85850, -0.73868], [1.90709, -1.93486, -0.05546], [3.73654, -2.27268, -0.00777], [-2.98113, 3.39318, 2.09747], [-2.98081, -2.24473, 2.65057], [-2.48186, -1.37467, 1.95913], [-2.64500, -2.53282, 3.89817], [-3.87270, -3.03501, 2.15011], [-1.92753, -2.03015, 4.40082], [-2.98994, -3.40887, 4.26376], [-4.49608, -2.59841, 1.48613], [-4.11542, -3.82480, 2.73099], [1.63455, 5.18653, -1.48483], [0.71779, 4.43492, -1.35497], [2.73150, 5.13921, -0.91086], [1.56942, 6.16680, -2.27249], [2.65182, 4.47408, -0.15497], [3.45842, 5.83637, -0.98604], [0.72764, 6.27189, -2.82063], [2.25109, 6.88235, -2.06414], [-2.09482, -1.21799, -3.21386], [-1.94677, -0.16726, -2.60909], [-2.86141, -2.18628, -2.88539], [-1.56999, -1.52774, -4.40341], [-2.87139, -2.88634, -3.61334], [-3.50215, -2.17629, -2.10472], [-1.52808, -2.44291, -4.82862], [-0.86088, -0.89967, -4.75381]], "forces_ev_per_a": [[-0.1, 0.1, 1.3], [-1.4, 1.2, -0.2], [0.3, -0.7, 2.5], [-0.7, -0.2, -2.2], [-1.0, 1.2, 0.1], [0.3, -0.3, -0.8], [0.4, -0.9, -0.3], [0.3, 1.0, 0.0], [0.5, 0.7, 0.4], [0.4, 0.1, -0.2], [0.1, -0.9, 0.1], [-0.3, -0.3, 0.2], [1.3, -0.9, -1.3], [2.7, 2.5, -0.8], [0.3, 1.3, 0.1], [0.7, -0.6, 2.4], [-3.1, -2.9, -1.3], [-0.1, -0.2, -0.4], [0.3, 0.5, 0.4], [0.0, -0.6, 0.1], [-0.9, 0.2, -0.6], [-3.4, -0.6, -1.3], [-3.2, -3.7, 1.0], [6.4, -2.2, 5.3], [-0.7, 5.4, -4.5], [1.2, 0.2, 0.3], [-0.2, -0.5, 0.3], [0.4, 0.6, 0.1], [-0.8, 0.5, -1.0], [0.9, 2.3, -0.1], [0.5, 0.7, 0.3], [-3.1, -3.7, 1.7], [2.8, 1.4, -2.9], [-1.0, -0.4, 1.0], [0.3, 0.0, -0.2], [-0.1, 0.2, 0.5], [-0.1, -0.1, 0.1]]}

=====

# 3
{"formula": "C6H19ClNO4", "method": "ωB97M-V with the def2-TZVPD basis set", "total_charge": -1, "e_tot_ev": -28733.1746, "gap_ev": 7.7, "relative_energy_ev": 0.916, "e_lumo_ev": 3.38, "species": ["Cl", "C", "O", "C", "C", "N", "C", "C", "O", "C", "H", "H", "H", "H", "H", "H", "H", "H", "H", "H", "H", "H", "H", "H", "H", "O", "H", "H", "O", "H", "H"], "coordinates": [[0.93578, -1.77919, -0.53891], [-2.62015, -0.94889, 2.33463], [-1.91869, -0.08039, 1.44036], [-1.05685, 0.82837, 2.06897], [0.01811, 1.39034, 1.12526], [-0.62968, 1.98258, -0.03079], [0.22235, 2.87244, -0.83844], [1.12032, 2.04576, -1.79158], [0.37319, 1.11214, -2.58600], [1.11278, 0.58377, -3.63780], [-3.35088, -0.34820, 2.87620], [-1.85245, -1.43825, 2.93401], [-3.18856, -1.70964, 1.79958], [-0.53890, 0.35249, 2.90167], [-1.60537, 1.64248, 2.54273], [0.83241, 0.69567, 0.91925], [0.62904, 2.17937, 1.56377], [-1.33352, 2.64849, 0.25427], [0.86852, 3.49662, -0.22123], [-0.33011, 3.49489, -1.54232], [1.83051, 1.51853, -1.15458], [1.64558, 2.77887, -2.40375], [1.46919, 1.29217, -4.38562], [0.49646, -0.20567, -4.06796], [2.01209, 0.07654, -3.28844], [0.87803, -5.09790, -0.84502], [1.60140, -5.71878, -0.93153], [1.29619, -4.27687, -0.58563], [0.50896, -3.20394, 2.38334], [0.84504, -2.59669, 1.72415], [-0.27065, -3.58713, 1.98134]], "forces_ev_per_a": [[0.3, -0.2, 0.2], [0.8, 0.9, -0.5], [-0.4, -0.3, -0.6], [0.9, -0.2, 0.3], [-0.2, 0.5, -0.1], [0.0, 1.2, -1.3], [0.4, -2.1, -1.3], [-0.5, -0.3, 0.7], [0.1, 1.8, 0.7], [0.4, -1.1, 0.2], [0.0, -0.1, 0.7], [-0.3, -0.1, 0.6], [0.3, 0.2, -0.4], [0.2, -0.3, 0.2], [-0.4, 0.4, -0.1], [-0.8, -0.8, -0.8], [-0.2, 0.5, 1.2], [-0.6, -0.5, 0.7], [0.3, 0.3, 0.1], [-0.7, 0.1, 0.5], [0.3, -0.4, -0.3], [0.3, -0.1, -0.4], [-0.4, 0.5, -0.2], [0.0, 0.2, -0.3], [0.2, -0.2, 0.3], [-0.2, -0.8, -0.1], [0.1, -0.1, 0.0], [-0.1, 1.1, 0.1], [-0.1, -0.4, 1.1], [0.1, 0.4, -1.0], [0.0, 0.0, -0.3]]}

=====

# 4
{"formula": "C6H19NO4Si2", "method": "ωB97M-V with the def2-TZVPD basis set", "e_tot_ev": -31962.6294, "gap_ev": [6.9, 8.2], "relative_energy_ev": 7.508, "e_lumo_ev": [-0.08, 0.08], "species": ["C", "C", "C", "C", "C", "C", "N", "O", "O", "O", "O", "Si", "Si", "H", "H", "H", "H", "H", "H", "H", "H", "H", "H", "H", "H", "H", "H", "H", "H", "H", "H", "H"], "coordinates": [[0.99926, 1.69950, -2.01670], [-2.90388, -0.65860, 2.31214], [-2.48094, -1.48555, -2.41944], [-2.12811, 2.72740, -0.49925], [3.52132, -0.16178, 1.44245], [1.04658, -2.13838, 1.25400], [1.13457, 0.31000, -0.32080], [1.52224, 1.56170, -0.71166], [-2.18213, -0.95470, 1.14406], [-2.38345, -0.32050, -1.61755], [-2.51499, 1.55949, 0.21818], [1.67039, -0.31760, 1.20791], [-1.87195, 0.11753, -0.07479], [1.49352, 1.01802, -2.62508], [1.33484, 2.68166, -2.27272], [-0.07628, 1.37179, -2.08857], [-2.29033, 0.02969, 2.93046], [-3.03861, -1.73507, 2.85579], [-3.76578, -0.15913, 2.11399], [-3.58229, -1.62170, -2.59186], [-2.14440, -2.45690, -2.05521], [-1.86336, -1.28940, -3.42536], [-1.68937, 2.61588, -1.44146], [-1.68808, 3.51406, 0.15213], [-3.14389, 3.00446, -0.76635], [3.97533, -1.08444, 1.46888], [3.93563, 0.33836, 0.54859], [3.74907, 0.51052, 2.26588], [1.71816, -2.77724, 0.86733], [0.74940, -2.45666, 2.31171], [0.10346, -2.18920, 0.71453], [1.29451, 0.42227, 2.43643]], "forces_ev_per_a": [[-0.3, 0.2, 0.8], [2.9, -3.1, 2.5], [-0.1, 0.4, -2.3], [-2.9, 1.3, 1.4], [-0.8, 2.3, -1.5], [-2.8, 2.9, 2.7], [-1.2, -0.7, -0.1], [-1.0, -0.6, 0.5], [0.2, 0.5, -1.8], [0.7, 0.0, 1.7], [1.0, -0.4, 0.7], [0.1, -0.6, 1.1], [1.4, -1.6, -1.1], [1.1, -1.3, -1.3], [-0.7, 0.9, -0.6], [0.7, 1.0, 0.3], [-0.3, -0.6, 0.1], [0.0, 2.9, -1.0], [-2.9, 1.0, -0.6], [1.1, 0.1, -0.4], [0.4, 0.4, 0.7], [-1.6, -0.4, 2.1], [1.4, -0.7, -1.0], [0.0, -0.9, -0.5], [0.0, 1.3, -0.3], [1.3, -2.1, 0.5], [-0.1, -0.1, 0.2], [0.1, -0.4, 0.3], [2.4, -2.3, -1.4], [0.7, 0.5, -1.3], [0.0, -0.1, -0.3], [-0.8, 0.1, 0.0]]}

=====

# 5
{"formula": "C6H19NO5", "method": "ωB97M-V with the def2-TZVPD basis set", "e_tot_ev": -18255.4886, "gap_ev": 9.2, "relative_energy_ev": 2.929, "e_lumo_ev": 0.35, "species": ["C", "N", "C", "C", "C", "C", "C", "O", "H", "H", "H", "H", "H", "H", "H", "H", "H", "H", "H", "O", "H", "H", "O", "H", "H", "O", "H", "H", "O", "H", "H"], "coordinates": [[1.22976, -0.33614, -0.47732], [1.62636, 0.62011, -1.19855], [0.68527, 1.43877, -1.89309], [1.11735, 1.85751, -3.08015], [-0.69819, 1.75503, -1.37488], [-1.00924, 1.57185, 0.11969], [-0.11371, 2.44324, 0.95119], [-0.57373, 2.37769, 2.30080], [1.92846, -0.85101, 0.18408], [0.21690, -0.74938, -0.43241], [0.54978, 2.54636, -3.69686], [2.14603, 1.84050, -3.41209], [-1.41482, 1.10968, -1.90815], [-1.00816, 2.71480, -1.77242], [-2.02179, 1.97226, 0.22009], [-1.21838, 0.55605, 0.43597], [-0.17295, 3.49517, 0.65443], [0.93944, 2.15475, 0.91643], [-0.02834, 2.51046, 3.07668], [-0.57163, -3.69204, 0.81823], [0.21193, -3.12635, 0.90246], [-0.10543, -4.51184, 1.03568], [1.64169, -2.40646, -3.22422], [1.38001, -1.70424, -2.62533], [1.08062, -3.17781, -3.10703], [-2.04629, -1.86951, 2.86867], [-2.46882, -1.00481, 2.95624], [-2.53062, -2.27305, 2.13846], [0.67151, -1.83336, 2.66575], [0.81753, -1.60583, 3.59161], [-0.26053, -1.82238, 2.36605]], "forces_ev_per_a": [[0.1, -0.7, 0.4], [-0.6, 0.5, 0.7], [0.8, -0.7, -0.7], [0.1, 1.6, -0.2], [-0.7, -1.5, -0.4], [-1.0, 1.4, -0.9], [0.9, 0.1, 1.7], [-1.6, -0.5, 0.3], [0.2, 0.0, -0.3], [-0.1, 0.4, -0.1], [-0.5, -0.2, 0.1], [0.1, -0.8, 0.3], [0.2, -0.2, 0.1], [0.3, 0.5, 0.4], [-0.1, 0.4, 0.1], [1.0, -0.3, 0.2], [-0.1, -0.1, -0.5], [0.0, -0.1, -0.3], [0.8, 0.2, -0.7], [1.0, -0.2, 0.0], [-0.3, 0.5, 0.0], [-0.7, -0.3, 0.0], [0.4, -0.1, -0.4], [-0.2, -0.1, 0.1], [-0.2, 0.3, 0.3], [-0.5, 0.3, -0.3], [0.1, 0.0, 0.1], [0.1, -0.3, 0.0], [0.8, -0.1, -0.9], [-0.8, 0.0, -0.4], [0.3, 0.2, 1.5]]}

=====

# 6
{"formula": "C6H19NSi2", "method": "ωB97M-V with the def2-TZVPD basis set", "e_tot_ev": -23773.8149, "gap_ev": 7.7, "relative_energy_ev": 4.734, "e_lumo_ev": -0.70, "species": ["C", "C", "C", "C", "C", "C", "N", "Si", "Si", "H", "H", "H", "H", "H", "H", "H", "H", "H", "H", "H", "H", "H", "H", "H", "H", "H", "H", "H"], "coordinates": [[-0.16830, 0.73896, 4.03597], [-1.03996, 0.52233, 1.64740], [-1.71628, -0.95149, -1.76231], [0.37275, -0.02768, -3.93448], [1.21393, -1.82743, -1.42317], [0.08856, 1.10882, 2.59399], [0.34164, 1.08773, -1.14402], [1.70321, 0.02254, 2.26691], [0.09015, -0.45885, -2.04795], [0.27896, 1.44658, 4.74352], [-1.21696, 0.65387, 4.32817], [0.22338, -0.18083, 4.39947], [-0.84538, 0.58181, 0.65514], [-1.94354, 1.10634, 1.98724], [-1.21604, -0.60319, 1.83140], [-1.74560, -0.89795, -0.69795], [-2.65656, -0.41301, -2.10713], [-1.82893, -1.96046, -2.19390], [1.37481, -0.24448, -4.24050], [-0.27864, -0.49351, -4.63996], [0.29223, 1.03092, -4.14515], [1.05408, -1.95929, -0.33020], [0.95227, -2.70971, -1.90477], [2.28017, -1.78265, -1.47669], [0.25782, 2.19483, 2.48857], [0.27398, 1.95674, -1.63246], [1.05153, 1.11847, -0.39355], [2.80673, 0.94059, 3.09642]], "forces_ev_per_a": [[-0.3, 1.2, 1.2], [-1.0, -0.4, 4.8], [-0.5, 0.1, -1.4], [0.1, 0.1, 1.3], [-0.5, 1.4, 1.9], [0.8, -1.3, -1.5], [0.8, -1.8, 0.3], [0.3, 1.3, 1.0], [-0.1, 2.3, -1.3], [-0.1, 0.2, -0.3], [-0.3, 0.2, -0.4], [0.7, -1.5, -0.1], [0.4, 0.8, -2.8], [0.4, -0.9, -0.9], [0.2, 1.6, 0.2], [-0.4, -0.7, 1.0], [1.6, -0.1, 0.1], [0.0, 0.0, 0.7], [0.8, -0.4, -0.1], [-0.6, -0.6, -0.3], [-0.3, 0.5, 0.3], [-0.3, -0.1, -0.5], [-0.7, -1.8, -0.8], [0.7, 0.7, -0.5], [-0.4, -0.5, -0.1], [0.1, 0.3, -0.2], [-0.7, 0.1, -0.9], [-1.1, -0.7, -0.7]]}